Entry 1:
Below is a structure of composition C39H28Cl3MgN7O4S2Te, with properties calculated with ωB97M-V/def2-TZVPD.

Net charge: -2
Relative energy (zero: lowest compared OMol25 entry of this formula, charge and spin) (eV): 0.628
2S+1: 1

Cartesian coordinates (Å):
C: -3.75 3.95 -3.29
C: -4.14 -1.63 0.41
C: 4.55 -0.61 0.77
C: -0.55 -0.52 -1.21
N: -3.84 5.02 -3.71
C: -0.83 1.13 -4.76
C: 0.63 -2.14 -0.30
H: 1.35 -0.80 1.30
S: -0.04 2.17 -3.66
Cl: 2.26 1.23 -2.04
C: 1.35 -6.43 -1.07
H: 3.01 -3.40 -2.76
H: -4.60 -2.37 -0.25
C: 1.08 0.96 -3.25
O: -3.59 -2.37 1.49
C: 1.16 7.97 2.47
H: 1.94 -1.49 -2.60
H: 0.61 5.23 4.40
C: 6.29 -0.94 2.27
H: -1.21 -0.02 -1.90
C: -4.31 1.58 -3.44
C: 0.73 7.46 1.25
H: -1.27 -2.01 -3.11
C: -2.89 2.35 -1.64
H: 7.16 -1.35 2.76
C: -3.63 -2.30 3.84
Cl: -1.08 -5.97 -2.05
C: 0.29 -3.45 -3.24
H: -0.05 5.72 0.23
N: -1.22 2.13 3.02
H: -1.71 1.46 -5.29
H: 6.05 -2.23 0.56
H: -3.38 -1.05 -0.12
H: -2.47 0.01 6.02
C: 0.21 5.36 2.31
O: -0.36 3.46 1.02
H: -0.59 -0.92 -5.42
N: -4.84 0.71 -4.00
C: 1.12 7.17 3.60
H: 2.62 -1.41 -4.22
C: 0.27 6.15 1.17
C: 2.70 -6.19 -0.91
H: -0.31 -4.08 -3.89
H: 1.04 -3.12 -0.16
C: 4.27 0.43 1.64
C: -0.24 -0.10 -4.80
H: 1.47 7.56 4.55
H: 1.54 8.99 2.53
H: -3.60 -2.20 5.99
Cl: 3.66 -7.29 0.04
N: -2.27 2.07 -0.71
H: -1.65 1.93 4.99
H: -4.91 -0.94 0.76
C: 0.65 5.87 3.53
H: -4.13 -3.26 3.78
C: 2.52 -4.24 -2.27
C: -2.34 0.17 3.89
H: 0.77 8.07 0.36
C: 0.76 -1.00 0.42
N: -0.19 -1.82 -1.38
C: -2.70 -0.48 5.07
C: 5.69 -1.38 1.13
C: 0.60 -5.55 -1.83
Te: 2.73 1.86 1.57
C: -0.74 -2.66 -2.42
N: -0.73 3.40 3.31
N: 0.02 0.01 -0.16
C: 1.15 -4.41 -2.42
C: -3.33 -1.70 5.07
C: 3.30 -5.10 -1.52
H: 0.89 -7.29 -0.62
C: -3.66 2.64 -2.78
O: 1.05 -2.66 -4.13
S: 5.44 0.41 2.90
H: 3.94 -0.80 -0.10
O: -2.24 0.08 1.50
C: -1.70 1.47 4.00
C: -0.32 3.96 2.19
H: 4.36 -4.93 -1.40
C: 0.86 -0.22 -3.90
C: -3.29 -1.68 2.65
Mg: -1.01 1.55 0.99
C: -2.60 -0.44 2.62
C: 1.68 -1.45 -3.66
H: -1.47 -3.34 -1.99

Atom charges from the Löwdin analysis, given in e for atoms 1 to 8:
1. C -0.27
2. C -0.08
3. C -0.30
4. C -0.18
5. N 0.10
6. C -0.40
7. C -0.03
8. H 0.06

***

Entry 2:
Below is a cluster of 5 separate species, C39H29BF37IO8 in total, with properties calculated with ωB97M-V/def2-TZVPD.

2S+1: 1
SMILES: O=C1c2ccc(B(O)O)cc2C(=O)c2c(I)cc(CCCC(F)(F)C(F)(F)F)cc21.FC(F)C(F)(F)COC(F)(F)C(F)F.FC(F)C(F)(F)COC(F)(F)C(F)F.FC(F)C(F)(F)COC(F)(F)C(F)F.FC(F)C(F)(F)COC(F)(F)C(F)F
Calculated total energy (eV): -166621.5436

Cartesian coordinates (Å):
C: -1.35 1.47 0.47
C: 6.25 -1.90 8.67
F: -8.27 -1.16 -5.86
H: -7.46 -4.75 1.43
F: 0.02 3.76 -4.93
F: -8.38 -3.80 -4.87
C: 5.78 -4.39 6.49
F: 5.34 -2.27 5.51
H: -7.47 -3.81 -3.10
F: -9.57 0.59 -5.98
F: 0.37 2.00 2.02
B: 10.20 1.95 1.13
C: -9.50 -0.70 -5.56
O: -5.79 -1.39 2.73
C: -9.39 -2.83 -2.96
C: -10.55 -1.45 -6.38
H: -0.72 2.47 -1.24
C: -7.25 -2.62 1.07
F: -2.14 7.82 -4.19
C: -8.46 -3.91 -3.53
H: 11.50 0.73 0.41
O: -8.93 -1.57 -3.25
H: -1.08 0.64 -2.42
F: -10.58 -2.76 -6.06
C: 5.83 -0.73 0.77
H: 7.69 -3.53 7.13
C: -0.36 0.41 -1.64
H: -1.80 6.52 -2.01
C: 7.98 0.57 0.94
F: -1.13 3.51 1.65
H: 6.67 -3.52 4.71
F: -2.55 1.98 0.12
F: -1.23 4.75 -2.75
C: -0.91 2.22 1.76
F: -3.20 5.62 -3.10
H: -7.10 -2.92 3.24
H: 0.92 -0.64 -3.02
C: -6.90 -4.09 0.77
C: 2.18 -0.07 -1.45
C: 5.90 -0.45 -2.00
O: 6.04 -0.97 -3.07
F: 4.03 -1.86 7.85
C: 2.13 -0.26 -0.07
H: 9.79 2.01 -1.57
F: -6.64 -1.81 0.18
F: 6.15 -5.64 6.06
C: -9.69 -0.66 -4.03
H: -3.34 -0.66 1.91
H: 4.41 -1.76 9.80
C: 4.57 -0.38 -1.32
H: -0.69 -0.52 -1.20
C: -3.53 -1.72 1.99
F: -10.23 -1.35 -7.69
H: 7.98 0.94 -2.93
O: 1.03 6.37 -4.83
C: 6.96 0.02 0.17
H: 7.13 -4.94 7.99
C: 1.34 4.00 -4.95
F: -8.97 -5.12 -3.23
F: 1.40 5.23 -2.92
F: -4.76 -3.31 3.28
O: 11.40 1.27 1.20
H: -11.54 -1.02 -6.23
F: 6.95 -1.45 9.75
F: 2.99 5.51 -4.36
C: 7.00 0.16 -1.22
C: 4.52 -0.53 0.07
C: -6.97 -2.12 2.50
O: 10.07 3.16 1.72
F: -1.55 0.18 0.83
C: 4.81 -1.41 8.85
O: 5.98 -1.44 1.73
H: -10.74 -0.66 -3.75
F: -10.67 -3.00 -3.36
C: 9.01 1.29 0.32
C: -0.37 1.61 -0.68
O: 6.32 -3.27 8.68
H: 1.19 -0.22 0.44
H: 3.51 -0.06 -3.15
H: 10.96 3.49 1.92
F: -2.39 -2.35 2.35
H: 1.67 4.04 -5.99
C: 0.08 7.16 -4.12
F: -5.58 -4.31 0.92
H: 0.07 8.10 -4.65
F: -3.92 -2.20 0.79
C: 9.01 1.44 -1.08
H: 0.42 7.38 -3.11
H: -9.30 0.32 -3.74
F: -9.38 -2.96 -1.62
F: 4.78 -4.06 4.39
H: 7.98 0.45 2.01
C: 6.80 -3.99 7.56
F: 4.56 -4.51 7.04
F: 6.83 -1.36 7.58
C: 8.02 0.86 -1.86
C: -1.90 5.92 -2.91
C: -1.38 6.69 -4.13
F: -8.59 -2.49 0.89
F: -7.22 -4.38 -0.51
F: -4.17 -1.44 4.20
F: -1.61 1.76 2.80
C: -4.60 -2.00 3.05
F: 1.97 2.99 -4.31
I: 3.05 -0.72 2.76
F: -1.62 5.98 -5.26
C: 1.66 5.31 -4.24
F: 4.80 -0.06 8.82
H: 0.61 1.88 -0.31
C: 0.98 0.20 -2.33
H: 1.21 1.07 -2.94
C: 3.27 -0.49 0.69
H: -7.77 -1.40 2.69
C: 5.71 -3.53 5.22
C: 3.43 -0.16 -2.08

Atom charges from the Löwdin analysis, given in e for atoms 1 to 8:
1. C -0.44
2. C -0.55
3. F 0.14
4. H 0.17
5. F 0.10
6. F 0.10
7. C -0.44
8. F 0.08

***

Entry 3:
Below is a structure of composition C39H29BrCaN8O4S2Se, with properties calculated with ωB97M-V/def2-TZVPD.

Net charge: -2
Relative energy (zero: lowest compared OMol25 entry of this formula, charge and spin) (eV): 0.088
2S+1: 1

Cartesian coordinates (Å):
C: 5.37 0.41 -0.06
C: 2.90 0.41 0.06
S: -3.38 0.71 -0.57
H: -0.98 -3.20 -1.23
S: -1.36 1.76 -3.23
N: 6.57 0.44 0.46
H: 2.89 6.11 0.23
C: -3.60 0.62 3.43
N: -6.44 1.05 -2.54
C: 2.50 -2.81 0.03
H: -4.92 -5.07 3.25
C: 1.77 3.41 -1.51
C: -2.80 -4.80 3.37
O: -0.73 -1.82 -2.74
Se: 7.74 0.39 -0.89
C: -3.68 2.97 3.91
H: -2.29 4.20 2.81
N: -0.49 3.39 1.40
C: -3.88 1.19 -2.16
H: -2.65 -5.63 4.04
H: 1.99 2.91 -2.46
H: 3.37 -2.44 -0.53
C: -5.30 1.12 -2.38
C: 1.07 -3.12 -1.81
H: 0.52 0.18 -3.69
N: -4.25 2.25 -5.44
C: -1.71 -4.05 2.95
H: 5.11 0.54 2.63
C: 0.57 3.65 0.47
H: 1.08 5.31 1.74
Br: -0.02 -4.65 3.62
Ca: -0.29 0.58 -0.48
C: -4.24 -3.43 2.03
C: 4.16 0.52 2.11
H: -2.16 0.03 1.94
H: 2.51 0.21 -5.20
H: 2.48 -2.37 1.03
C: 2.84 0.32 -1.41
C: 2.51 4.55 -1.22
H: -3.97 -0.39 3.58
C: -4.15 1.68 4.13
O: 0.35 -2.04 2.23
N: 1.75 0.48 0.73
C: 2.30 5.24 -0.03
H: 3.25 4.91 -1.92
N: 1.63 0.25 -1.97
C: 1.53 0.21 -3.29
C: 4.01 0.31 -2.18
N: 6.45 0.34 -2.14
C: -3.14 -2.70 1.62
H: -3.25 -1.86 0.94
H: -5.22 -3.17 1.66
H: -4.12 3.81 4.43
C: 5.30 0.36 -1.51
H: -2.70 -1.85 -2.09
C: -2.66 3.20 3.00
N: -1.01 2.26 1.38
C: 1.78 0.53 2.05
C: -2.58 0.84 2.52
O: 1.29 -2.47 -0.59
C: 1.30 4.80 0.81
H: 2.60 -3.90 0.12
H: 0.81 0.56 2.54
H: -2.39 -2.58 -3.70
C: -1.84 -2.98 2.08
C: -3.09 1.61 -3.21
C: -2.10 2.13 2.32
O: -1.06 -1.30 0.66
H: 2.92 0.60 3.87
C: -4.07 -4.49 2.91
C: -3.75 1.96 -4.44
H: -4.96 1.52 4.83
C: 3.90 0.27 -3.57
C: 2.96 0.56 2.79
C: -0.40 -3.06 -2.15
C: -0.72 -2.04 1.62
C: 4.14 0.45 0.72
H: -0.65 -3.87 -2.85
H: 4.80 0.28 -4.17
C: 2.65 0.23 -4.13
H: 1.37 -4.18 -1.73
C: -2.12 -1.77 -3.02
C: 0.75 2.89 -0.69
H: -2.32 -0.80 -3.47
H: 1.67 -2.66 -2.61

Atom charges from the Löwdin analysis, given in e for atoms 1 to 8:
1. C -0.33
2. C -0.15
3. S 0.55
4. H 0.13
5. S 0.53
6. N -0.24
7. H 0.08
8. C -0.07

***

Entry 4:
Below is a structure of composition C39H29Co2O6P, with properties calculated with ωB97M-V/def2-TZVPD.

Net charge: -2
Relative energy (zero: lowest compared OMol25 entry of this formula, charge and spin) (eV): 0.000
2S+1: 1

Cartesian coordinates (Å):
C: 7.00 -1.70 -1.51
C: -0.23 -1.10 1.76
H: -1.84 -3.80 -0.03
O: 2.01 2.18 2.67
C: -3.64 -4.42 -1.05
C: 0.87 1.67 0.02
C: 4.25 2.76 3.22
H: 7.09 3.30 4.62
Co: 0.56 -1.62 -1.70
P: -1.30 -1.07 -0.84
O: 3.45 -0.68 1.59
C: -2.73 -2.17 -1.15
O: 4.02 2.44 -1.13
C: -2.51 2.95 -2.76
C: 2.41 4.23 3.87
H: 5.28 -3.70 0.69
H: -3.57 -5.45 -0.71
C: -1.36 -0.89 0.97
C: -2.15 1.87 -3.56
H: -1.51 -0.28 4.80
C: -1.84 0.64 -2.97
H: -2.32 1.47 0.30
O: 0.21 2.54 0.40
H: 0.63 -0.97 3.73
H: -2.89 3.63 -0.73
H: 0.76 0.68 -3.01
C: -2.58 -0.53 1.57
H: -1.56 -0.21 -3.60
C: 5.93 -1.29 -2.30
C: -2.25 1.59 -0.78
H: 1.35 4.42 3.93
O: -0.71 -2.82 -4.01
C: -4.82 -2.69 -2.27
H: -2.73 3.92 -3.21
C: 3.20 1.64 -0.95
C: -1.87 0.51 -1.57
H: -3.57 -0.01 3.40
H: -3.47 -0.42 0.95
O: 0.99 -3.96 -0.01
H: 5.45 5.60 4.62
C: 2.81 2.98 3.21
C: 3.34 5.13 4.34
H: 4.60 1.82 2.78
C: 0.87 -3.01 -0.67
C: -3.85 -1.76 -1.89
H: 6.09 -0.67 -3.19
H: 3.00 6.07 4.80
C: 2.84 -0.33 0.67
C: -2.66 -3.50 -0.68
C: -4.70 -4.03 -1.87
C: 4.40 -2.49 -0.84
H: 6.82 2.44 3.08
H: 8.01 -1.37 -1.75
H: -3.95 -0.72 -2.18
C: 3.47 -1.11 -2.68
H: -2.11 1.97 -4.65
H: 7.61 -2.91 0.19
H: 7.18 4.19 3.09
C: 5.47 -2.98 -0.11
H: 3.38 -2.81 -0.63
C: 4.72 4.87 4.25
C: 6.77 -2.56 -0.42
C: -2.63 -0.31 2.95
C: -0.13 -2.32 -3.14
Co: 1.97 0.47 -0.65
C: -1.47 -0.46 3.72
H: -5.67 -2.36 -2.87
H: 0.71 -1.45 1.31
H: 3.51 -1.04 -3.77
C: -2.58 2.80 -1.37
C: -0.27 -0.85 3.13
C: 2.38 -0.59 -2.03
C: 6.65 3.38 3.62
C: 4.60 -1.63 -1.95
H: -5.45 -4.75 -2.18
C: 1.13 0.08 -2.19
C: 5.17 3.67 3.69

Atom charges from the Löwdin analysis, given in e for atoms 1 to 8:
1. C -0.12
2. C -0.08
3. H 0.10
4. O -0.11
5. C -0.09
6. C -0.13
7. C -0.01
8. H 0.06